(1)
8
Properties=species:S:1:pos:R:3:forces:R:3 method="wB97M-V/def2-TZVPD" relative_energy_kcal_mol=72.9 homo_lumo_gap_ev=7.713 e_tot_ha=-759.34258 lumo_ev=3.806 total_charge=-1
C -1.15183 0.09751 -0.49665 3.49 -2.02 0.08
N 0.74997 -0.63987 -0.53937 -4.08 0.51 -1.73
N 1.46409 -0.00058 0.30065 -3.37 0.72 1.20
O 0.97017 0.80948 1.13371 -0.28 0.87 0.22
O 2.62441 -0.28560 0.35559 3.92 -0.82 -0.10
Cl -2.01444 -0.79198 0.70032 -0.63 -0.84 1.33
H -1.68224 -0.25785 -1.40412 1.10 1.34 0.04
H -0.96014 1.06888 -0.05015 -0.14 0.24 -1.04



(2)
8
Properties=species:S:1:pos:R:3:forces:R:3 method="wB97M-V/def2-TZVPD" relative_energy_kcal_mol=50.8 homo_lumo_gap_ev="4.641 / 7.204" e_tot_ha=-759.23765 lumo_ev="3.722 / 2.824" spin_multiplicity=3 total_charge=-1
C 0.39210 0.41421 0.00016 -2.12 1.97 -4.38
N 0.67561 0.30374 1.90682 0.90 -0.46 3.54
N 0.51173 -0.87136 2.28601 0.23 2.15 1.67
O 0.58245 -1.07658 3.50670 0.20 -0.42 2.45
O 0.24982 -1.80081 1.55243 -0.45 -2.03 -2.60
Cl 0.41748 2.10330 -0.42338 0.11 -0.27 -0.08
H -0.57536 -0.00232 0.09939 -0.62 -0.07 0.02
H 1.16128 -0.18031 -0.33104 1.75 -0.87 -0.63



(3)
9
Properties=species:S:1:pos:R:3:forces:R:3 method="wB97M-V/def2-TZVPD" relative_energy_kcal_mol=0.0 homo_lumo_gap_ev=9.471 e_tot_ha=-773.11464 lumo_ev=0.490
C 1.74070 -0.35355 -2.45823 0.21 0.15 -1.10
N 1.03506 -0.05751 -3.30945 -0.06 0.01 -0.71
N -1.04924 -2.52065 -1.77447 0.22 -0.84 -0.87
N -0.67925 -1.48935 -1.53415 -1.13 1.27 0.45
N -0.37938 -0.47941 -0.91294 1.08 1.46 1.69
N -0.60857 0.88007 -1.40161 -2.57 -4.26 -3.40
Cl 2.85923 -0.76409 -1.39037 0.77 -0.32 0.98
H -0.33479 1.49053 -0.73784 1.34 1.90 3.11
H -1.62701 0.90350 -1.45194 0.12 0.62 -0.15



(4)
8
Properties=species:S:1:pos:R:3:forces:R:3 method="wB97M-V/def2-TZVPD" relative_energy_kcal_mol=48.1 homo_lumo_gap_ev="7.580 / 7.579" e_tot_ha=-1312.09556 lumo_ev="-1.167 / -1.167"
H -1.43166 -1.18618 -1.09177 0.09 -0.21 -1.37
N -1.14122 -1.15853 -0.14968 -0.45 0.80 2.12
P -0.42431 0.11064 0.40483 -0.42 -1.07 0.17
P -0.84544 0.66626 2.44375 -1.66 -1.67 -2.28
H 0.28971 1.29866 2.64876 2.42 1.40 0.20
C 0.76989 0.23188 -1.18353 -0.24 0.45 1.26
O 0.40631 0.27010 -2.29343 -0.67 0.38 -0.53
Cl 2.37671 -0.23281 -0.77895 0.94 -0.09 0.43



(5)
6
Properties=species:S:1:pos:R:3:forces:R:3 method="wB97M-V/def2-TZVPD" relative_energy_kcal_mol=0.0 homo_lumo_gap_ev=9.348 e_tot_ha=-952.42862 smiles="NC(=S)Cl" lumo_ev=0.088
N 0.36313 -0.09916 0.13024 0.75 2.10 0.34
C 1.75609 0.18185 0.01420 -2.67 -1.80 1.08
S 2.54101 1.58342 -0.00172 -0.37 0.08 -0.24
Cl 2.52449 -1.36192 0.03906 0.85 -0.57 -0.26
H -0.12948 0.74533 0.41736 0.01 -0.21 -0.38
H -0.10283 -0.93054 0.52987 1.43 0.40 -0.53



(6)
6
Properties=species:S:1:pos:R:3:forces:R:3 method="wB97M-V/def2-TZVPD" relative_energy_kcal_mol=40.1 homo_lumo_gap_ev=7.756 e_tot_ha=-843.68496 lumo_ev=-1.612
C -1.71908 0.48365 0.82525 2.24 -0.52 -0.90
N -2.69439 0.09949 1.26617 -1.18 0.04 0.48
Si 1.53800 0.33353 -0.94040 -0.21 0.54 -0.68
Cl 2.07712 -0.85473 0.65005 0.10 -0.46 -0.16
H 1.50152 -0.58664 -2.19336 0.27 -0.16 0.71
H -0.70316 0.52470 0.39228 -1.21 0.56 0.55



(7)
7
Properties=species:S:1:pos:R:3:forces:R:3 method="wB97M-V/def2-TZVPD" relative_energy_kcal_mol=0.0 homo_lumo_gap_ev=10.485 e_tot_ha=-991.34046 lumo_ev=0.084
C -0.73668 -0.08449 -0.04399 -1.76 -1.81 0.96
O -0.05650 0.66651 -1.03956 0.63 -0.45 0.88
O -0.02616 0.31884 1.16239 0.34 0.67 -1.85
P 1.04954 1.02030 0.11582 1.45 -1.87 0.30
Cl 2.32142 -0.94914 -0.10016 -0.77 1.72 0.09
H -1.74774 0.24227 -0.00406 -0.87 0.53 0.16
H -0.80389 -1.21429 -0.09043 0.99 1.21 -0.54



(8)
7
Properties=species:S:1:pos:R:3:forces:R:3 method="wB97M-V/def2-TZVPD" relative_energy_kcal_mol=55.2 homo_lumo_gap_ev=7.818 e_tot_ha=-991.25245 smiles=O1C2OP12.Cl lumo_ev=0.305
O 1.37629 1.91513 0.90515 0.55 -1.10 -0.01
C 1.15568 0.85396 0.18068 1.29 -0.52 -1.08
O 0.09208 1.10724 -0.52600 0.73 0.29 0.44
P -0.00708 2.70388 0.27351 -0.73 0.02 -0.38
H 1.93779 0.03394 -0.07473 -1.66 1.50 0.83
Cl -1.44835 -0.77824 1.21135 0.28 -1.12 -2.08
H -1.20673 -1.27657 -0.05277 -0.47 0.93 2.28